# 1
Here is C4H6FO4Sn as an isolated structure in a non-equilibrium geometry from the Open Molecules 2025 dataset. Energies are from ωB97M-V/def2-TZVPD.

Largest force on an atom, hartree/bohr: 0.162
Expectation value of S²: 0.754
2S+1: 2
Energy relative to the best compared isomer or geometry (same formula, charge and spin), eV: 0.000
Electronic energy, Ha: -771.0549

Last column: Mulliken charge in e.
Geometry (Å):
C  0.759  0.177  -2.400  -0.521
O  -0.246  -0.671  -1.976  -0.450
Sn  -2.038  -0.659  -2.074  0.107
H  1.446  0.450  -1.573  0.105
H  1.388  -0.281  -3.191  0.223
H  0.374  1.131  -2.817  0.294
C  -1.214  -0.637  0.543  0.777
O  -0.049  -1.204  0.866  -0.264
C  0.737  -0.308  1.616  0.326
C  -0.246  0.803  1.976  -0.379
O  -1.382  0.512  1.155  -0.246
O  -2.057  -1.188  -0.136  -0.520
F  1.738  0.152  0.813  -0.274
H  1.192  -0.838  2.458  0.259
H  -0.548  0.770  3.028  0.293
H  0.145  1.791  1.712  0.272


# 2
Here is a 14-piece molecular cluster, C33H94O14 overall in a non-equilibrium geometry from the Open Molecules 2025 dataset. Energies are from ωB97M-V/def2-TZVPD.

Largest force on an atom, hartree/bohr: 0.085
Energy relative to the best compared isomer or geometry (same formula, charge and spin), eV: 3.921
Electronic energy, Ha: -2366.8743

Last column: Mulliken charge in e.
Geometry (Å):
O  4.007  -1.459  -4.082  -0.616
H  3.408  -1.178  -3.390  0.318
H  4.585  -2.093  -3.656  0.295
O  -0.689  -3.527  -4.310  -0.629
H  -1.346  -3.439  -5.001  0.312
H  -0.561  -4.471  -4.218  0.320
O  2.017  -2.964  -6.761  -0.639
H  2.649  -2.507  -6.206  0.320
H  1.220  -3.006  -6.232  0.323
C  -0.286  4.040  8.731  -1.155
C  -0.931  3.818  7.239  0.473
C  -0.134  2.911  6.287  -1.296
O  -2.128  3.230  7.350  -0.504
H  0.719  4.454  8.652  0.334
H  -0.168  3.125  9.310  0.304
H  -0.950  4.788  9.165  0.370
H  -1.072  4.781  6.750  0.187
H  -0.025  1.902  6.683  0.314
H  0.887  3.291  6.253  0.325
H  -0.568  2.694  5.311  0.331
H  -2.569  3.795  7.988  0.319
C  -0.239  4.658  -1.611  -1.436
C  -1.122  4.955  -0.419  0.724
C  -0.642  6.304  0.221  -1.250
O  -2.522  5.018  -0.750  -0.563
H  -0.322  5.413  -2.393  0.350
H  -0.405  3.710  -2.123  0.332
H  0.827  4.587  -1.393  0.378
H  -0.981  4.201  0.355  0.174
H  -0.815  6.340  1.297  0.357
H  -1.073  7.198  -0.230  0.316
H  0.433  6.350  0.044  0.304
H  -3.000  4.852  0.066  0.311
C  -2.328  -9.423  -3.254  -1.502
C  -1.949  -7.999  -2.845  0.479
C  -2.175  -7.749  -1.310  -1.167
O  -0.667  -7.784  -3.089  -0.507
H  -1.854  -9.688  -4.199  0.438
H  -3.400  -9.523  -3.421  0.366
H  -1.832  -10.189  -2.658  0.373
H  -2.541  -7.310  -3.447  0.244
H  -3.191  -7.934  -0.960  0.366
H  -2.059  -6.674  -1.175  0.294
H  -1.508  -8.269  -0.622  0.288
H  -0.289  -8.664  -3.022  0.329
C  0.981  1.442  -8.893  -1.363
C  -0.157  0.946  -7.981  0.596
C  0.217  1.043  -6.484  -1.267
O  -1.360  1.660  -8.274  -0.541
H  1.115  2.517  -8.766  0.370
H  0.841  1.174  -9.940  0.390
H  1.931  0.999  -8.595  0.344
H  -0.299  -0.123  -8.144  0.150
H  1.123  0.496  -6.225  0.351
H  -0.613  0.601  -5.933  0.288
H  0.257  2.100  -6.221  0.360
H  -1.339  1.737  -9.231  0.326
C  6.190  4.160  -5.726  -1.423
C  5.679  4.746  -4.369  0.610
C  5.878  3.659  -3.327  -1.270
O  6.476  5.869  -4.066  -0.566
H  6.021  4.752  -6.625  0.355
H  5.735  3.245  -6.107  0.374
H  7.217  3.839  -5.552  0.400
H  4.672  5.164  -4.383  0.185
H  5.280  2.765  -3.507  0.359
H  5.629  3.993  -2.320  0.335
H  6.894  3.279  -3.221  0.318
H  7.143  6.080  -4.724  0.322
C  -0.634  -1.125  0.383  -1.418
C  0.255  -0.291  -0.501  1.022
C  1.312  0.345  0.281  -1.548
O  0.940  -1.081  -1.439  -0.464
H  -0.326  -2.168  0.450  0.328
H  -1.622  -1.220  -0.067  0.381
H  -0.878  -0.725  1.368  0.352
H  -0.342  0.495  -0.964  0.034
H  1.807  1.093  -0.337  0.334
H  2.063  -0.349  0.658  0.348
H  0.924  0.788  1.198  0.389
H  0.331  -1.638  -1.931  0.231
C  6.374  -3.125  0.793  -1.282
C  5.852  -2.396  -0.437  0.344
C  6.374  -0.976  -0.451  -1.234
O  6.438  -2.957  -1.518  -0.546
H  5.927  -4.110  0.930  0.342
H  5.988  -2.626  1.682  0.362
H  7.461  -3.202  0.836  0.319
H  4.775  -2.489  -0.574  0.274
H  7.447  -0.947  -0.263  0.319
H  5.892  -0.273  0.229  0.368
H  6.259  -0.497  -1.423  0.366
H  7.380  -2.824  -1.387  0.372
C  -2.134  -3.077  6.174  -1.078
C  -2.858  -2.703  7.512  0.181
C  -4.003  -3.617  7.857  -1.141
O  -1.856  -2.901  8.502  -0.547
H  -2.788  -2.918  5.317  0.330
H  -1.870  -4.130  6.269  0.288
H  -1.211  -2.500  6.117  0.304
H  -3.102  -1.643  7.442  0.352
H  -3.665  -4.653  7.894  0.312
H  -4.852  -3.581  7.174  0.321
H  -4.370  -3.383  8.856  0.314
H  -1.691  -3.847  8.493  0.364
C  -6.161  -4.040  0.799  -1.264
C  -7.454  -4.469  1.592  0.447
C  -7.149  -4.825  3.072  -1.201
O  -8.353  -3.368  1.517  -0.543
H  -6.353  -3.803  -0.248  0.333
H  -5.437  -4.841  0.952  0.337
H  -5.646  -3.173  1.212  0.344
H  -7.907  -5.279  1.020  0.272
H  -8.116  -4.828  3.574  0.352
H  -6.537  -4.114  3.626  0.243
H  -6.769  -5.838  3.202  0.366
H  -7.901  -2.534  1.666  0.310
C  -6.555  0.897  -1.102  -1.228
C  -6.695  1.655  0.233  0.650
C  -7.402  3.008  0.056  -1.380
O  -7.544  0.807  1.117  -0.491
H  -7.552  0.519  -1.325  0.334
H  -5.734  0.181  -1.061  0.254
H  -6.323  1.525  -1.963  0.366
H  -5.702  1.865  0.631  0.149
H  -6.913  3.714  -0.615  0.355
H  -7.519  3.395  1.069  0.360
H  -8.465  2.966  -0.181  0.371
H  -7.965  1.313  1.816  0.264
C  5.307  5.155  3.701  -1.141
C  5.665  4.148  2.624  0.346
C  6.859  4.469  1.839  -1.266
O  5.927  2.959  3.316  -0.557
H  4.325  4.910  4.106  0.261
H  5.358  6.156  3.275  0.336
H  6.114  5.104  4.433  0.330
H  4.853  3.940  1.927  0.295
H  6.790  5.425  1.320  0.355
H  6.998  3.693  1.086  0.288
H  7.739  4.700  2.440  0.391
H  6.706  3.155  3.841  0.361


# 3
Here is a 2-piece molecular cluster, C3H2ClNO2 overall in a non-equilibrium geometry from the Open Molecules 2025 dataset. Energies are from ωB97M-V/def2-TZVPD.

Largest force on an atom, hartree/bohr: 0.077
Energy relative to the best compared isomer or geometry (same formula, charge and spin), eV: 4.931
Electronic energy, Ha: -780.7700

Last column: Mulliken charge in e.
Geometry (Å):
C  -1.809  -0.379  -0.068  0.409
C  -1.300  0.300  -1.281  0.469
C  2.075  -0.225  0.652  -0.429
N  -0.509  -0.082  -0.254  -0.149
O  -2.618  -0.721  0.728  -0.391
O  -1.555  0.997  -2.226  -0.416
Cl  2.015  1.042  1.744  -0.098
H  2.102  0.092  -0.294  0.301
H  1.599  -1.025  0.999  0.304


# 4
Here is C30H35BrGeN2O5Ru as an isolated structure from the Open Molecules 2025 dataset. Energies are from ωB97M-V/def2-TZVPD.

Largest force on an atom, hartree/bohr: 0.017
Expectation value of S²: 8.792
2S+1: 6
Total charge: +1
Electronic energy, Ha: -6395.3472

Last column: Mulliken charge in e.
Geometry (Å):
Ru  0.053  -0.599  0.114  0.463
C  3.853  -2.101  1.646  -0.512
O  4.714  -1.374  0.769  -0.490
C  4.325  -0.229  0.166  0.197
C  5.374  0.546  -0.317  -0.482
C  5.183  1.776  -0.943  -0.873
C  3.909  2.255  -1.075  -1.010
C  2.803  1.491  -0.623  0.720
C  1.547  2.100  -0.804  -0.711
N  0.379  1.554  -0.495  0.646
N  -0.661  2.324  -0.733  -0.627
C  -1.840  1.575  -0.715  0.556
O  -1.808  0.336  -0.583  -0.810
C  -3.092  2.304  -0.872  0.404
C  -4.293  1.597  -0.763  -0.447
C  -5.493  2.269  -0.884  -0.711
C  -5.496  3.642  -1.115  -0.340
C  -4.304  4.347  -1.222  -0.727
C  -3.097  3.682  -1.100  -0.178
C  3.002  0.205  -0.033  0.802
O  1.997  -0.579  0.331  -0.475
H  4.503  -2.806  2.157  0.347
H  3.094  -2.641  1.084  0.035
H  3.383  -1.439  2.374  0.276
H  6.371  0.150  -0.174  0.490
H  6.033  2.340  -1.296  0.417
H  3.718  3.219  -1.528  0.423
H  1.507  3.094  -1.241  0.372
H  -4.268  0.534  -0.566  0.485
H  -6.426  1.732  -0.795  0.423
H  -6.438  4.166  -1.208  0.401
H  -4.320  5.413  -1.399  0.404
H  -2.162  4.216  -1.182  0.449
C  -4.855  -4.998  -1.219  -1.308
C  -3.514  -4.654  -1.853  -0.532
C  -2.457  -4.324  -0.804  0.262
C  -1.108  -3.991  -1.433  -0.938
Ge  0.259  -3.181  -0.322  0.657
C  0.657  -3.855  1.458  -0.649
C  1.516  -5.121  1.392  -1.091
C  0.756  -6.339  0.876  0.095
C  1.581  -7.614  0.971  -1.502
H  -5.600  -5.251  -1.972  0.396
H  -5.236  -4.159  -0.635  0.303
H  -4.760  -5.852  -0.546  0.313
H  -3.628  -3.793  -2.520  0.319
H  -3.172  -5.485  -2.477  0.338
H  -2.340  -5.181  -0.131  0.218
H  -2.808  -3.497  -0.187  -0.199
H  -1.219  -3.385  -2.337  0.498
H  -0.578  -4.900  -1.753  0.468
H  1.579  -3.145  -1.141  -0.128
H  -0.297  -4.046  1.950  0.751
H  1.152  -3.064  2.026  0.340
H  1.891  -5.337  2.396  0.486
H  2.402  -4.956  0.767  0.361
H  0.461  -6.180  -0.169  0.056
H  -0.172  -6.448  1.445  0.308
H  2.507  -7.526  0.400  0.340
H  1.033  -8.473  0.586  0.417
H  1.849  -7.827  2.008  0.353
Br  1.543  1.303  3.959  -0.152
C  0.224  -0.035  4.153  -0.349
C  0.031  -0.681  5.366  -0.344
C  -0.934  -1.677  5.452  -0.663
C  -1.686  -2.047  4.345  -0.651
C  -1.474  -1.408  3.132  0.226
C  -0.540  -0.389  3.061  0.834
C  -2.156  -1.881  1.886  0.261
O  -3.294  -2.269  1.882  -0.560
O  -1.418  -1.823  0.771  0.050
H  0.626  -0.411  6.227  0.446
H  -1.089  -2.178  6.397  0.417
H  -2.428  -2.831  4.411  0.510
H  -0.416  0.114  2.108  0.126


# 5
Here is one molecule with the formula C5H10O2 from the Open Molecules 2025 dataset. Energies are from ωB97M-V/def2-TZVPD.

SMILES: COC[C@@H](C)C=O
Largest force on an atom, hartree/bohr: 0.009
Energy relative to the best compared isomer or geometry (same formula, charge and spin), eV: 1.781
Electronic energy, Ha: -346.9600

Last column: Mulliken charge in e.
Geometry (Å):
C  -1.352  2.090  -1.067  -0.723
O  -0.428  1.033  -1.059  -0.283
C  -0.227  0.502  0.227  -0.874
C  0.776  -0.632  0.120  0.644
C  1.147  -1.210  1.487  -1.495
C  0.284  -1.725  -0.817  -0.105
O  0.885  -2.760  -0.983  -0.492
H  -2.324  1.776  -0.658  0.306
H  -1.480  2.401  -2.106  0.249
H  -0.989  2.947  -0.479  0.288
H  -1.182  0.134  0.645  0.369
H  0.148  1.278  0.916  0.443
H  1.681  -0.231  -0.356  0.205
H  1.791  -2.084  1.361  0.387
H  1.678  -0.469  2.093  0.380
H  0.253  -1.522  2.039  0.360
H  -0.662  -1.527  -1.363  0.340


# 6
Here is an isolated ion of composition C36H41N4O3 and charge +1 in a non-equilibrium geometry from the Open Molecules 2025 dataset. Energies are from ωB97M-V/def2-TZVPD.

SMILES: CN1C(=O)[C@@H](Cc2ccccc2)N(/C=C/[C@@H](c2cccc([N+](=O)[O-])c2)[C@H]2CCc3ccccc3C2=[N+]2CCCC2)C1(C)C
Largest force on an atom, hartree/bohr: 0.095
Total charge: +1
Energy relative to the best compared isomer or geometry (same formula, charge and spin), eV: 2.382
Electronic energy, Ha: -1840.7621

Last column: Mulliken charge in e.
Geometry (Å):
C  -3.004  -5.260  -1.173  -0.942
N  -1.926  -4.436  -0.678  0.282
C  -0.654  -4.918  -0.542  0.052
O  -0.307  -6.076  -0.758  -0.702
C  0.232  -3.761  -0.062  -0.112
C  1.389  -3.508  -1.044  -0.147
C  2.409  -4.631  -1.056  0.641
C  2.787  -5.241  -2.258  -0.349
C  3.659  -6.331  -2.249  -0.597
C  4.194  -6.795  -1.039  -0.452
C  3.862  -6.145  0.157  -0.714
C  2.989  -5.053  0.145  -0.187
N  -0.741  -2.673  0.066  0.572
C  -0.414  -1.453  0.602  -0.619
C  -1.116  -0.312  0.350  -0.587
C  -0.654  1.131  0.307  0.902
C  -1.885  2.071  0.630  0.401
C  -1.875  3.137  1.543  -0.584
C  -2.905  4.099  1.544  -0.398
C  -4.087  3.876  0.839  -0.818
C  -4.188  2.682  0.094  -0.597
N  -5.449  2.186  -0.346  0.944
O  -6.477  2.888  -0.259  -0.578
O  -5.477  1.013  -0.798  -0.563
C  -3.069  1.848  -0.072  -0.493
C  0.606  1.407  0.897  1.197
C  1.758  0.624  0.215  -1.820
C  1.720  0.840  -1.309  -1.119
C  1.676  2.308  -1.625  0.719
C  1.849  2.773  -2.927  -1.046
C  2.186  4.106  -3.171  -0.582
C  2.453  4.955  -2.086  -0.808
C  2.265  4.498  -0.788  -0.670
C  1.639  3.252  -0.550  1.601
C  1.110  2.870  0.733  -2.339
N  1.184  3.706  1.784  0.152
C  0.738  5.128  1.753  -0.504
C  0.792  5.598  3.210  -0.613
C  1.593  4.548  3.982  -0.841
C  1.567  3.268  3.142  -0.264
C  -2.073  -3.004  -0.459  0.290
C  -2.359  -2.305  -1.801  -1.249
C  -3.194  -2.747  0.566  -1.744
H  -2.644  -6.285  -1.293  0.383
H  -3.839  -5.243  -0.464  0.289
H  -3.370  -4.880  -2.136  0.310
H  0.630  -4.013  0.940  0.354
H  0.969  -3.382  -2.055  0.311
H  1.875  -2.559  -0.763  -0.140
H  2.360  -4.870  -3.194  0.337
H  3.916  -6.826  -3.187  0.370
H  4.869  -7.652  -1.029  0.376
H  4.274  -6.491  1.106  0.369
H  2.730  -4.534  1.071  0.311
H  0.433  -1.489  1.306  0.968
H  -2.156  -0.445  0.057  -0.712
H  -0.531  1.303  -0.774  -0.003
H  -1.078  3.212  2.277  0.729
H  -2.780  5.034  2.101  0.368
H  -4.936  4.558  0.876  0.488
H  -3.201  0.988  -0.731  0.397
H  0.568  1.184  1.974  1.164
H  2.703  1.039  0.594  0.628
H  1.779  -0.441  0.448  0.713
H  2.640  0.415  -1.753  0.781
H  0.897  0.305  -1.817  0.434
H  1.715  2.097  -3.772  0.455
H  2.270  4.493  -4.186  0.433
H  2.827  5.961  -2.240  0.437
H  2.643  5.083  0.048  0.776
H  -0.269  5.196  1.313  0.204
H  1.399  5.744  1.136  0.434
H  -0.229  5.677  3.596  0.251
H  1.246  6.591  3.264  0.417
H  2.629  4.882  4.104  0.340
H  1.179  4.372  4.977  0.338
H  2.544  2.763  3.121  0.428
H  0.828  2.551  3.533  0.364
H  -1.569  -2.551  -2.526  0.311
H  -3.327  -2.650  -2.188  0.497
H  -2.402  -1.216  -1.696  0.182
H  -2.973  -3.329  1.473  0.365
H  -3.268  -1.694  0.849  0.314
H  -4.154  -3.060  0.135  0.513